No. 1
Computed, not measured: a cluster of 5 separate species, C14H31Br2F3O10 in total at a distorted geometry, with ωB97M-V/def2-TZVPD.

spin multiplicity: 1
HOMO energy: -9.88 eV
calculated total energy: -183728.0615 eV
HOMO-LUMO gap: 9.171 eV

XYZ file:
```
60
C14H31Br2F3O10 | the Open Molecules 2025 dataset | ωB97M-V/def2-TZVPD
C 0.43702 2.26757 -3.31287
C 0.82577 1.31835 -4.43525
C 3.16313 0.88252 0.57766
H -2.14835 1.38887 0.22412
H 3.81736 -4.18213 -0.50753
O -0.92662 2.03420 -2.94719
Br -7.84413 -1.06655 -0.11284
H 4.24523 0.95418 0.44882
F -5.01151 0.51518 1.66543
O 0.44825 2.59305 3.01056
C -0.67718 3.03706 5.08793
H 1.36624 2.39000 4.81705
H -0.97394 1.33492 4.22445
O -1.20263 1.71425 5.08961
H 2.76244 1.87419 0.80579
O -0.03712 1.51113 -5.55109
H 3.24348 0.18057 2.62707
O -1.03772 0.38196 1.60056
H -0.91409 1.69896 -5.18047
F -4.79235 1.55712 -0.46710
H 0.71971 0.27646 -4.11283
H -5.62983 -2.33952 1.16619
C -1.57101 0.43089 0.45771
H -0.06334 3.26610 2.54126
O -1.45538 -0.69469 -0.39499
H 1.07121 4.07232 4.31165
H 6.39610 -1.96410 -1.74631
H 1.73539 -0.22240 1.76868
O 2.62109 0.42990 -0.66696
H 1.85474 1.48966 -4.75742
H -5.29891 -2.88853 -0.54359
C 2.82088 -0.12057 1.66648
H -0.55538 3.36492 6.12242
H 1.07409 2.13189 -2.43383
H 3.94971 -2.55081 -2.05682
C -5.87702 -0.71808 -0.39777
C -5.55445 0.66949 0.37071
O 6.92578 -3.86717 -1.19053
H -0.96423 1.17219 -2.50843
H 4.99434 -3.62633 -3.01911
H -1.41078 3.68217 4.59129
C -5.13272 -2.00553 0.17984
H 3.24178 -1.47908 0.36034
C 5.95138 -2.83093 -1.25300
H -3.35697 -1.39821 1.38736
O 4.19733 -4.47621 -1.34744
O 3.34108 -1.40200 1.32253
H -3.33811 -0.25762 -1.32008
H 5.68965 -2.56268 -0.22339
C 4.72481 -3.32178 -2.00579
C -2.78720 -1.13935 -0.85333
F -5.74283 -0.60263 -1.83442
H 0.50531 3.30440 -3.64804
C -3.54553 -1.85518 0.36095
C 0.64857 3.06358 4.34425
H -2.58255 -1.93390 -1.66376
H -3.12516 -2.93059 0.41513
H 6.42861 -4.69390 -1.08485
Br -7.30222 1.63225 0.63923
H 1.65882 0.51015 -0.60801
```

Atomic partial charges in e from the natural (NBO) method, atoms 1 to 2: atom 1 (C): -0.098, atom 2 (C): -0.088

No. 2
Computed, not measured: an isolated molecule of C5H6N2O at a distorted geometry, with ωB97M-V/def2-TZVPD.

spin multiplicity: 1
HOMO energy: -8.04 eV
calculated total energy: -10304.3891 eV
HOMO-LUMO gap: 7.631 eV

XYZ file:
```
14
C5H6N2O | the Open Molecules 2025 dataset | ωB97M-V/def2-TZVPD
O 0.22144 -1.32504 0.39054
H 3.16443 0.78856 0.41058
C -1.79854 -0.43137 -0.30754
N 1.40364 0.69753 -0.18684
C -1.09340 -1.57517 -0.16383
C 0.33488 0.01426 0.19708
C -0.91951 0.62684 0.02181
C -1.34043 2.00853 0.21862
H -1.58521 -2.54863 0.29340
H -2.95072 -0.60830 -0.46479
H -0.53809 2.76356 0.46572
H -2.37242 2.05573 -0.47478
N 2.65475 0.04099 -0.28197
H 3.00384 -0.87877 0.13037
```

Atomic partial charges in e from the natural (NBO) method, atoms 1 to 2: atom 1 (O): -0.480, atom 2 (H): 0.361

No. 3
Computed, not measured: an isolated molecule of C28H41N5O6, with ωB97M-V/def2-TZVPD.

spin multiplicity: 1
HOMO energy: -8.91 eV
calculated total energy: -49441.2383 eV
HOMO-LUMO gap: 9.520 eV

XYZ file:
```
80
C28H41N5O6 | the Open Molecules 2025 dataset | ωB97M-V/def2-TZVPD
C -3.81098 1.13442 -0.00224
H -1.05959 -1.19302 3.22739
H 0.19780 4.18689 -1.65828
H 0.08330 -3.45823 1.39391
C 1.76623 1.73472 1.32071
H -7.43327 -4.24409 0.21373
H 9.39264 1.15371 0.51481
H -3.72160 5.66733 0.60600
C -0.52026 -0.91904 2.32420
C 5.80217 -0.27461 0.50885
N -1.40921 3.00895 -1.16964
N -4.03684 4.70817 0.63702
H 3.34902 0.00067 -1.09605
H -0.04352 2.77544 -2.72229
C 2.66133 0.69824 -0.64109
H -7.98728 -2.57167 0.15037
C -5.63509 -1.45593 -0.81547
C -1.08734 -1.67389 1.12242
H -5.88454 4.75219 1.71177
H -5.39775 0.73280 1.14906
H 8.33670 -0.72502 -2.55364
O 5.54057 -1.37340 0.08178
H 6.73901 -1.16177 -1.93263
C -3.28243 -1.65897 0.10640
H -5.06013 -1.60320 1.27930
C -5.13881 4.17675 1.20081
H 3.40000 0.16411 2.64373
C -2.02353 4.02255 -0.55096
C -0.39237 -1.22684 -0.16012
C 7.50714 -0.39350 -1.93559
C 8.52619 -1.41725 0.12914
H -0.73687 -1.81330 -1.00625
H -7.05390 -4.26186 -2.24072
C 0.90027 2.47086 0.53379
C -6.09790 -2.91695 -0.84178
C -4.05854 2.54376 0.34187
N -5.18148 2.88323 1.04523
H 1.75193 1.85657 2.39462
H 0.53174 -1.15782 2.44799
C -7.11063 -3.20683 0.26397
N 4.98888 0.43537 1.33098
C 0.90364 2.32692 -0.84786
C -6.71514 -3.22927 -2.20356
C 2.65060 0.83575 0.74154
H -1.40572 -3.70794 0.47525
H -5.98478 -3.07990 -2.99419
H -1.84543 2.08173 -1.14920
H 8.68026 1.86979 -0.93156
O -1.59628 5.16762 -0.46950
C 1.79442 1.43374 -1.42748
H 1.80605 1.30944 -2.50028
H 7.75304 -2.18041 0.13187
C 3.61861 0.03924 1.57895
H 0.21578 3.16959 0.99280
H 7.09243 0.51886 -2.35952
H -1.47658 -3.48926 2.23023
O 6.92960 0.42572 0.29128
H 0.68205 -1.34574 -0.05407
H 9.38140 -1.78116 -0.43331
H 5.25380 1.38725 1.52911
H -6.68840 -3.03708 1.25153
H 9.93126 0.62728 -1.08692
C -0.96512 -3.18436 1.31942
H -0.62268 0.15122 2.16629
H 8.83330 -1.22362 1.15480
O -2.49349 -1.30354 1.10751
H 3.56257 -1.02205 1.31975
O -2.91454 0.76190 -0.75380
C 7.99704 -0.13426 -0.51091
H -5.22171 -3.55651 -0.70495
H -0.61526 -0.18119 -0.35368
C 9.07418 0.95138 -0.50437
C -4.70651 -1.12487 0.35922
O -2.99971 -2.37015 -0.81851
C -0.06476 3.12324 -1.68548
H -7.56861 -2.58078 -2.39236
H -5.09250 -1.23653 -1.73638
N -4.66118 0.29911 0.60860
C -3.32473 3.68919 0.07334
H -6.50793 -0.79991 -0.76666
```

Atomic partial charges in e from the natural (NBO) method, atoms 1 to 2: atom 1 (C): 0.666, atom 2 (H): 0.212

No. 4
Computed, not measured: a cluster of 2 separate species, C3H4INO in total, with ωB97M-V/def2-TZVPD.

spin multiplicity: 1
HOMO energy: -9.27 eV
calculated total energy: -14809.6274 eV
HOMO-LUMO gap: 9.685 eV

XYZ file:
```
10
C3H4INO | the Open Molecules 2025 dataset | ωB97M-V/def2-TZVPD
H -0.55635 1.11762 0.73806
C 0.10831 -0.85593 -1.85488
C 0.50896 1.28831 0.84385
I 1.36056 2.65940 -0.46930
C -0.66669 0.04999 -1.91658
N 1.27015 0.75641 1.68651
H -1.36698 0.83249 -1.96472
H 0.80332 -1.64001 -1.82127
H 1.41730 -0.43483 3.12872
O 0.68865 -0.13686 2.56288
```

Atomic partial charges in e from the natural (NBO) method, atoms 1 to 2: atom 1 (H): 0.201, atom 2 (C): -0.219

No. 5
Computed, not measured: an isolated molecule of C4H5NO at a distorted geometry, with ωB97M-V/def2-TZVPD.

spin multiplicity: 1
HOMO energy: -9.20 eV
calculated total energy: -7764.8879 eV
HOMO-LUMO gap: 9.515 eV

XYZ file:
```
11
C4H5NO | the Open Molecules 2025 dataset | ωB97M-V/def2-TZVPD
H 0.00519 2.04856 0.07265
C 0.33995 -0.09093 0.10670
H 0.12997 -2.25411 0.12105
C -0.33567 1.15409 -0.44348
H -0.08188 1.26231 -1.51077
N 2.91956 -0.10748 -0.03161
C 1.76246 -0.11463 0.02404
C -0.28128 -1.28241 0.30180
H -1.42730 1.10684 -0.37807
H -1.51933 -0.36935 0.93723
O -1.51165 -1.35291 0.80045
```

Atomic partial charges in e from the natural (NBO) method, atoms 1 to 2: atom 1 (H): 0.229, atom 2 (C): -0.316

No. 6
Computed, not measured: a structure of composition C5H10OS at a distorted geometry, with ωB97M-V/def2-TZVPD.

spin multiplicity: 1
HOMO energy: -8.58 eV
calculated total energy: -18227.3648 eV
HOMO-LUMO gap: 9.429 eV

XYZ file:
```
17
C5H10OS | the Open Molecules 2025 dataset | ωB97M-V/def2-TZVPD
H 1.48839 -1.34717 -1.01592
C -0.77480 -0.19278 0.10571
H -3.06205 -0.39542 -0.51789
H 2.32840 0.00418 -1.36233
S -0.47565 0.14726 1.94742
H 0.32292 1.47553 -0.23466
H -2.19162 1.33787 -0.10688
C 0.61453 0.40686 -0.14644
H -1.86031 0.56571 -1.49224
C 1.36004 -0.31173 -1.26763
O -0.56694 -1.13889 2.66217
H 1.91939 -0.64843 1.25091
C -2.08758 0.33414 -0.47462
H 0.77280 -0.28160 -2.30279
H -0.76015 -1.34287 -0.00605
H 1.73591 1.07489 1.71695
C 1.23672 0.31245 1.24429
```

Atomic partial charges in e from the natural (NBO) method, atoms 1 to 2: atom 1 (H): 0.211, atom 2 (C): -0.365